(1)
{"formula": "C5H8O", "method": "ωB97M-V with the def2-TZVPD basis set", "elements": ["C", "C", "C", "C", "C", "O", "H", "H", "H", "H", "H", "H", "H", "H"], "coordinates": [[-2.197154, 0.775114, -0.381228], [-1.161836, -0.224805, -0.885274], [0.138529, 0.165392, -1.061559], [1.329059, 0.143831, -0.764979], [2.236743, -0.513189, 0.056531], [2.915567, 0.154202, 1.032435], [-2.160417, 1.744033, -0.906187], [-3.206958, 0.383684, -0.523330], [-2.032200, 0.976966, 0.674826], [-0.455911, -1.252183, 0.481705], [-1.529370, -0.825723, -1.726368], [2.961270, -1.124454, -0.493924], [0.942943, -1.370544, 0.780347], [2.300099, 0.786250, 1.426550]], "atomic_forces_ev_per_a": [[-0.1, -0.1, 0.2], [0.2, 0.4, -0.3], [0.2, 0.1, 0.1], [-0.3, 0.1, 0.0], [0.0, 0.2, -0.4], [-0.3, -0.1, 0.4], [0.2, -0.5, 0.0], [0.1, 0.0, 0.2], [-0.1, 0.1, 0.0], [0.8, 0.3, -0.7], [0.1, -0.5, 0.7], [-0.5, -0.6, 0.6], [-0.4, 0.5, -0.9], [0.2, 0.1, 0.1]], "e_above_lowest_kj_mol": 663.45, "orbital_gap_ev": 9.6, "energy_ha": -270.3052}


(2)
{"formula": "C5H8O", "method": "ωB97M-V with the def2-TZVPD basis set", "elements": ["C", "C", "C", "O", "C", "C", "H", "H", "H", "H", "H", "H", "H", "H"], "coordinates": [[1.366263, 0.305383, 0.637554], [0.021952, 0.162826, -0.031752], [-0.528408, 1.431241, -0.584136], [-0.120627, 2.534373, -0.302342], [-0.322269, -1.106975, -0.775118], [-0.990359, -0.822770, 0.526175], [1.741498, -0.666560, 0.973986], [2.087359, 0.732120, -0.066857], [1.299107, 0.977121, 1.497622], [-1.357148, 1.299080, -1.314319], [-0.921753, -1.028426, -1.679459], [0.444324, -1.875768, -0.812004], [-0.673273, -1.377121, 1.405728], [-2.046669, -0.564518, 0.524924]], "atomic_forces_ev_per_a": [[0.1, 0.0, 0.0], [0.1, 0.1, 0.0], [0.0, 0.1, 0.1], [-0.1, -0.5, -0.2], [0.0, -0.1, -0.2], [-0.1, 0.0, 0.1], [-0.1, 0.1, 0.0], [0.0, -0.1, 0.1], [0.0, -0.1, -0.1], [-0.1, 0.1, 0.1], [0.1, 0.0, 0.1], [-0.1, 0.2, 0.0], [0.0, 0.1, -0.2], [0.2, 0.0, -0.1]], "e_above_lowest_kj_mol": 100.11, "smiles": "CC1(C=O)CC1", "orbital_gap_ev": 10.8, "energy_ha": -270.5198}